Computed, not measured: one molecule with the formula CH5NO4 in a non-equilibrium geometry, with ωB97M-V/def2-TZVPD.

Values from the calculation:
- Lowest unoccupied orbital energy: 0.620 eV
- SMILES string: CN(OO)OO
- Calculated total energy: -396.48166 a.u.
- HOMO: -10.00 eV
- Multiplicity: 1
- Gap between HOMO and LUMO: 10.62 eV
- Energy above the lowest of the compared OMol25 structures with the same formula, charge and spin: 783.9 kJ/mol

CARTESIAN COORDINATES (ANGSTROEM)
C: 0.79 -0.71 1.04
N: -0.42 0.12 0.73
O: -1.46 -0.63 -0.08
O: -1.04 -1.28 -1.27
O: -0.28 1.29 0.26
O: 0.38 1.61 -1.06
H: 0.27 -1.53 1.51
H: 1.37 -0.74 0.06
H: 1.27 -0.10 1.66
H: -1.44 -0.63 -1.82
H: 0.56 2.61 -1.05

How positive or negative is each atom? The Löwdin charges in e answer that: C 0.027; N -0.186; O -0.119; O -0.006; O -0.108; O -0.056; H 0.097; H 0.120; H 0.037; H 0.073; H 0.121

=====

Computed, not measured: a 2-piece molecular cluster, CH5NO4S overall in a non-equilibrium geometry, with ωB97M-V/def2-TZVPD.

Values from the calculation:
- Lowest unoccupied orbital energy: 0.469 eV
- SMILES string: O=CS(=O)(=O)O.N
- Calculated total energy: -794.94830 a.u.
- HOMO: -10.40 eV
- Multiplicity: 1
- Gap between HOMO and LUMO: 10.87 eV
- Energy above the lowest of the compared OMol25 structures with the same formula, charge and spin: 161.5 kJ/mol

CARTESIAN COORDINATES (ANGSTROEM)
O: 0.76 1.90 0.06
C: 0.86 1.01 -0.72
S: 1.99 -0.24 -0.02
O: 1.74 -1.68 -0.22
O: 3.23 0.38 -0.47
O: 1.88 -0.08 1.50
H: 0.45 0.89 -1.79
H: 2.06 0.82 1.71
N: -1.33 -0.06 -0.54
H: -1.75 0.14 0.38
H: -1.78 0.32 -1.36
H: -0.94 -0.98 -0.64

How positive or negative is each atom? The Löwdin charges in e answer that: O 0.014; C -0.339; S 0.612; O -0.301; O -0.286; O -0.110; H 0.144; H 0.083; N 0.043; H 0.070; H 0.045; H 0.026

=====

Computed, not measured: a 2-piece molecular cluster, CH5NOS overall in a non-equilibrium geometry, with ωB97M-V/def2-TZVPD.

Values from the calculation:
- Lowest unoccupied orbital energy: 0.449 eV
- Calculated total energy: -569.16389 a.u.
- HOMO: -8.58 eV
- Multiplicity: 1
- Gap between HOMO and LUMO: 9.03 eV
- Energy above the lowest of the compared OMol25 structures with the same formula, charge and spin: 326.3 kJ/mol

CARTESIAN COORDINATES (ANGSTROEM)
C: 0.52 0.10 1.01
N: -1.48 -0.41 -0.45
O: 1.75 -0.04 -0.59
S: -0.82 0.88 0.35
H: 0.51 -0.97 0.71
H: 1.15 0.75 1.61
H: -2.52 -0.41 -0.64
H: -0.89 -0.76 -1.19
H: 1.79 0.86 -0.81

How positive or negative is each atom? The Löwdin charges in e answer that: C -0.325; N -0.363; O -0.296; S 0.828; H 0.063; H 0.053; H 0.073; H 0.036; H -0.069

=====

Computed, not measured: a 2-piece molecular cluster, CH5NOS overall in a non-equilibrium geometry, with ωB97M-V/def2-TZVPD.

Values from the calculation:
- Lowest unoccupied orbital energy (alpha / beta): -0.729 / -1.334 eV
- Calculated total energy: -569.06913 a.u.
- HOMO (alpha / beta): -8.78 / -8.79 eV
- Multiplicity: 1
- Gap between HOMO and LUMO (alpha / beta): 8.06 / 7.46 eV
- Energy above the lowest of the compared OMol25 structures with the same formula, charge and spin: 575.0 kJ/mol

CARTESIAN COORDINATES (ANGSTROEM)
C: 0.07 -1.35 -0.66
N: 0.21 1.32 -0.61
O: 2.33 -0.08 0.01
S: 0.89 -0.09 0.10
H: 0.57 -2.31 -0.93
H: -0.93 -1.53 -0.11
H: -0.09 1.01 -1.57
H: -0.45 1.92 -0.06
H: 0.27 0.31 2.18

How positive or negative is each atom? The Löwdin charges in e answer that: C -0.282; N -0.187; O -0.436; S 0.617; H 0.032; H 0.045; H 0.064; H 0.074; H 0.073

=====

Computed, not measured: one molecule with the formula CH5NOSi in a non-equilibrium geometry, with ωB97M-V/def2-TZVPD.

Values from the calculation:
- Lowest unoccupied orbital energy: 0.972 eV
- SMILES string: [H]/N=C/O[SiH3]
- Calculated total energy: -460.53374 a.u.
- HOMO: -10.23 eV
- Multiplicity: 1
- Gap between HOMO and LUMO: 11.20 eV
- Energy above the lowest of the compared OMol25 structures with the same formula, charge and spin: 74.4 kJ/mol

CARTESIAN COORDINATES (ANGSTROEM)
H: -2.96 0.57 0.38
N: -2.03 0.62 0.13
C: -1.35 -0.24 -0.27
O: 0.13 0.27 -0.68
Si: 1.53 0.09 0.18
H: -1.30 -1.31 -0.67
H: 2.05 1.07 1.17
H: 2.51 0.23 -0.95
H: 1.42 -1.31 0.71

How positive or negative is each atom? The Löwdin charges in e answer that: H 0.057; N 0.168; C -0.221; O -0.424; Si 0.495; H 0.151; H -0.088; H -0.069; H -0.070

=====

Computed, not measured: CH5NOSi as an isolated structure in a non-equilibrium geometry, with ωB97M-V/def2-TZVPD.

Values from the calculation:
- Lowest unoccupied orbital energy: -0.057 eV
- Calculated total energy: -460.46948 a.u.
- HOMO: -10.17 eV
- Multiplicity: 1
- Gap between HOMO and LUMO: 10.11 eV
- Energy above the lowest of the compared OMol25 structures with the same formula, charge and spin: 243.1 kJ/mol

CARTESIAN COORDINATES (ANGSTROEM)
C: -0.45 2.01 -0.32
N: 0.56 1.28 -0.22
O: 0.19 -0.32 -0.78
Si: 0.28 -1.67 0.16
H: -0.45 3.03 -0.06
H: -1.39 1.49 -0.49
H: -1.07 -1.89 0.81
H: 1.17 -2.80 -0.41
H: 1.15 -1.13 1.30

How positive or negative is each atom? The Löwdin charges in e answer that: C -0.043; N 0.092; O -0.478; Si 0.479; H 0.070; H 0.089; H -0.074; H -0.062; H -0.073

=====

Computed, not measured: a 4-piece molecular cluster, CH5NOSi overall in a non-equilibrium geometry, with ωB97M-V/def2-TZVPD.

Values from the calculation:
- Lowest unoccupied orbital energy: -0.348 eV
- Calculated total energy: -460.46245 a.u.
- HOMO: -10.25 eV
- Multiplicity: 1
- Gap between HOMO and LUMO: 9.90 eV
- Energy above the lowest of the compared OMol25 structures with the same formula, charge and spin: 261.5 kJ/mol

CARTESIAN COORDINATES (ANGSTROEM)
C: 2.21 2.04 0.04
N: 1.83 1.59 1.00
O: -0.45 1.65 0.85
Si: -1.72 0.87 0.97
H: 2.42 2.25 -1.06
H: 0.15 -2.34 -1.54
H: 0.58 -3.03 -1.83
H: -3.05 1.34 0.49
H: -1.86 -0.54 1.34

How positive or negative is each atom? The Löwdin charges in e answer that: C -0.115; N 0.026; O -0.468; Si 0.628; H 0.087; H -0.002; H 0.009; H -0.082; H -0.084

=====

Computed, not measured: a 2-piece molecular cluster, CH5NOSi overall in a non-equilibrium geometry, with ωB97M-V/def2-TZVPD.

Values from the calculation:
- Lowest unoccupied orbital energy (alpha / beta): 0.947 / -1.124 eV
- <S²>: 2.005
- Calculated total energy: -460.43381 a.u.
- HOMO (alpha / beta): -7.42 / -11.02 eV
- Multiplicity: 3
- Gap between HOMO and LUMO (alpha / beta): 8.37 / 9.89 eV
- Energy above the lowest of the compared OMol25 structures with the same formula, charge and spin: 29.1 kJ/mol

CARTESIAN COORDINATES (ANGSTROEM)
C: 1.43 -0.12 -0.13
N: 2.07 1.06 -0.41
O: 1.72 -0.99 0.66
Si: -2.21 -0.58 0.28
H: 2.97 1.18 0.06
H: 1.73 1.81 -1.00
H: -2.32 -1.57 1.49
H: -2.86 0.71 0.02
H: -2.53 -1.50 -0.97

How positive or negative is each atom? The Löwdin charges in e answer that: C -0.318; N 0.080; O 0.019; Si 0.545; H 0.094; H 0.091; H -0.149; H -0.207; H -0.154

=====

Computed, not measured: a 2-piece molecular cluster, CH5NS overall in a non-equilibrium geometry, with ωB97M-V/def2-TZVPD.

Values from the calculation:
- Lowest unoccupied orbital energy: 0.814 eV
- SMILES string: C=N.S
- Calculated total energy: -493.97744 a.u.
- HOMO: -9.88 eV
- Multiplicity: 1
- Gap between HOMO and LUMO: 10.69 eV
- Energy above the lowest of the compared OMol25 structures with the same formula, charge and spin: 85.2 kJ/mol

CARTESIAN COORDINATES (ANGSTROEM)
C: 1.01 0.14 1.07
N: 1.66 0.18 0.00
H: 1.16 0.73 2.00
H: 0.37 -0.66 1.40
H: 1.47 -0.44 -0.78
S: -2.39 -0.88 -0.14
H: -1.28 -1.50 0.39
H: -2.02 -0.01 0.87

How positive or negative is each atom? The Löwdin charges in e answer that: C -0.182; N 0.039; H 0.073; H 0.016; H 0.042; S 0.440; H -0.227; H -0.201

=====

Computed, not measured: a 2-piece molecular cluster, CH5NS overall in a non-equilibrium geometry, with ωB97M-V/def2-TZVPD.

Values from the calculation:
- Lowest unoccupied orbital energy: 0.597 eV
- SMILES string: C=N.S
- Calculated total energy: -493.98512 a.u.
- HOMO: -8.78 eV
- Multiplicity: 1
- Gap between HOMO and LUMO: 9.38 eV
- Energy above the lowest of the compared OMol25 structures with the same formula, charge and spin: 65.0 kJ/mol

CARTESIAN COORDINATES (ANGSTROEM)
C: 0.55 0.90 -1.28
N: -0.11 0.57 -0.20
H: 1.64 0.62 -1.32
H: 0.05 1.41 -2.15
H: -1.15 0.74 -0.25
S: 0.18 -1.56 2.12
H: -0.01 -0.72 0.96
H: -1.15 -1.96 2.12

How positive or negative is each atom? The Löwdin charges in e answer that: C -0.084; N -0.057; H 0.084; H 0.080; H 0.084; S 0.350; H -0.232; H -0.226